Formula: C4H16NO2
Source: the OMol25 dataset
Level of theory: the ωB97M-V functional and the def2-TZVPD basis

Last column: Mulliken charge in e.
Cartesian coordinates (Å):
C 1.123 0.945 0.017  -1.015
C 0.340 1.195 1.318  0.661
C -0.331 2.593 1.301  -1.361
C -0.625 0.011 1.435  -1.298
N 2.053 -0.271 0.192  -0.134
H 0.440 0.804 -0.817  0.303
H 1.810 1.744 -0.269  0.437
H 1.030 1.326 2.151  0.312
H -0.514 3.051 0.328  0.367
H -1.371 2.422 1.615  0.359
H 0.096 3.240 2.059  0.332
H -1.613 0.330 1.098  0.366
H -0.856 -0.089 2.506  0.350
H -0.252 -0.931 1.053  0.333
H 2.719 -0.217 -0.583  0.398
H 2.463 -0.178 1.117  0.360
H 1.477 -1.114 0.057  0.277
H 0.506 -3.176 -0.637  0.291
H -0.550 -2.112 -1.308  0.285
O 0.054 -2.313 -0.576  -0.625
H -2.464 -0.428 -3.200  0.317
H -2.805 -2.043 -3.155  0.316
O -2.240 -1.315 -2.841  -0.630

Properties
charge: +1
energy: -366.986629 hartree
relative energy (zero: lowest compared OMol25 entry of this formula, charge and spin): 26.9 kcal/mol
highest occupied orbital energy: -14.76 eV
frontier orbital gap: 0.4282 hartree
F_max: 2.56 eV/A
M: 110.2 g mol⁻¹

=====

Formula: H80O40
Source: the OMol25 dataset
Level of theory: the ωB97M-V functional and the def2-TZVPD basis

Last column: Mulliken charge in e.
Cartesian coordinates (Å):
H -0.108 -1.792 4.772  0.320
H -1.025 -1.133 5.734  0.326
O -0.591 -1.985 5.568  -0.672
H 2.880 3.788 -0.232  0.323
H 3.102 2.390 -0.435  0.120
O 2.361 2.997 -0.482  -0.509
H -2.990 2.786 0.508  0.190
H -1.585 2.474 0.858  0.035
O -2.380 2.058 0.526  -0.085
H -3.288 -3.176 4.408  0.268
H -3.879 -1.791 3.785  0.242
O -3.557 -2.692 3.636  -0.595
H -0.725 4.536 -2.813  0.326
H -0.796 3.312 -2.146  0.103
O -0.781 4.224 -1.898  -0.498
H 0.181 -4.812 -2.959  0.320
O 0.731 -5.573 -3.046  -0.638
H 0.426 -2.251 2.341  0.079
O 0.003 -1.414 2.281  0.215
H 0.017 -1.343 -1.717  0.143
H -1.381 -1.024 -1.131  0.209
O -0.790 -1.724 -1.394  -0.024
H -5.461 1.844 -1.232  0.206
H -4.486 0.689 -1.563  0.322
O -5.161 1.279 -1.932  -0.681
H -4.431 -3.637 0.649  0.312
H -5.125 -4.519 -0.228  0.343
O -4.655 -4.558 0.618  -0.692
H -4.408 4.341 -0.316  0.285
H -5.376 3.924 0.929  0.271
O -5.150 3.805 -0.004  -0.616
H -3.183 -2.012 -0.116  0.167
O -4.007 -1.870 -0.645  -0.708
H 5.887 -1.324 -2.009  0.308
H 4.916 -0.539 -3.064  0.226
O 5.390 -0.523 -2.246  -0.680
H 3.137 0.525 4.384  0.294
H 3.157 0.548 2.875  0.312
O 2.943 1.088 3.633  -0.589
H 0.813 3.614 4.186  0.294
H -0.646 2.902 4.129  0.287
O 0.111 3.133 4.627  -0.624
H 5.341 3.912 -1.715  0.300
H 5.701 2.795 -0.753  0.395
O 5.144 3.607 -0.823  -0.639
H -0.453 5.420 -0.586  0.339
H -0.515 4.446 0.578  0.284
O -0.890 5.273 0.262  -0.642
H 2.428 -2.980 -0.485  0.249
H 2.824 -4.379 0.100  0.231
O 3.047 -3.441 0.110  -0.472
H 3.923 -0.557 0.452  0.297
O 3.787 0.154 -0.200  -0.243
H 2.378 -0.684 1.781  0.248
H 2.427 -2.150 2.293  0.171
O 2.934 -1.343 2.249  -0.681
H 0.093 -0.159 3.607  0.286
O -0.108 0.303 4.439  -0.600
H 2.825 -0.720 -1.602  0.142
H 2.873 -1.178 -3.096  0.201
O 2.296 -0.746 -2.414  -0.236
H -2.525 0.781 -0.466  0.569
H -2.734 0.894 -2.039  0.199
O -2.639 0.272 -1.262  -0.644
H 0.821 2.587 0.731  -0.074
H 0.552 1.978 2.102  -0.228
O 0.243 2.667 1.501  0.532
H -2.803 3.069 -2.754  0.227
H -3.758 1.978 -3.255  0.312
O -2.821 2.134 -2.996  -0.568
H 2.044 4.731 -3.563  0.331
H 2.149 3.721 -2.482  0.337
O 2.335 3.807 -3.431  -0.654
H 3.357 4.469 3.696  0.342
H 2.084 4.312 2.928  0.197
O 2.672 5.008 3.275  -0.634
H -3.009 -5.297 2.926  0.284
H -3.035 -4.769 1.502  0.228
O -2.512 -4.719 2.332  -0.567
H 5.995 -2.839 0.907  0.321
H 4.997 -2.385 -0.007  0.237
O 5.971 -2.269 0.146  -0.617
H -5.032 2.360 3.156  0.239
H -3.480 2.293 2.736  0.370
O -4.318 1.844 2.810  -0.604
H -1.964 -4.002 -1.437  0.353
H -2.016 -3.982 0.155  0.164
O -1.736 -4.472 -0.627  -0.660
H -2.270 4.543 2.674  0.258
O -2.180 3.608 2.538  -0.505
H -3.174 -1.963 2.005  0.196
H -2.903 -0.659 1.687  0.122
O -2.510 -1.544 1.443  -0.058
H 4.644 0.120 -0.696  0.055
H 0.891 -5.673 -3.993  0.319
H 0.646 0.866 4.715  0.301
H -0.887 -1.510 1.854  -0.022
H -3.910 -0.933 -0.952  0.390
H -1.294 3.465 2.161  0.045
O 1.426 -4.644 2.027  -0.522
H 1.762 -5.408 2.513  0.246
H 0.822 -5.105 1.438  0.316
O 0.342 2.048 -3.429  -0.533
H 0.555 1.187 -3.059  0.202
H 1.206 2.363 -3.744  0.311
O 3.365 -3.538 -3.249  -0.539
H 2.957 -4.052 -2.591  0.259
H 3.589 -3.850 -4.128  0.259
O -4.750 -0.719 -3.986  -0.654
H -4.414 -0.169 -3.337  0.492
H -5.590 -1.147 -3.957  0.278
O -0.761 -0.204 -5.579  -0.609
H -0.828 -0.111 -4.600  0.250
H -1.327 -0.955 -5.778  0.323
O 6.735 1.349 -0.706  -0.738
H 6.376 0.870 -1.463  0.466
H 6.626 0.725 0.046  0.296
O 0.195 -2.662 -3.557  -0.617
H 0.482 -1.737 -3.605  0.094
H 1.082 -3.013 -3.389  0.458

Properties
charge: 0
energy: -3057.515545 hartree
relative energy (zero: lowest compared OMol25 entry of this formula, charge and spin): 151.7 kcal/mol
highest occupied orbital energy: -10.27 eV
frontier orbital gap: 0.3607 hartree
F_max: 4.13 eV/A
M: 720.6 g mol⁻¹

=====

Formula: C10H7CaN2O5
Source: the OMol25 dataset
Level of theory: the ωB97M-V functional and the def2-TZVPD basis

Last column: Mulliken charge in e.
Cartesian coordinates (Å):
O 2.790 2.106 -3.876  -0.198
C 2.382 1.617 -2.894  0.226
Ca 0.462 0.204 -1.180  1.733
O -0.182 1.573 -4.594  -0.026
C 0.026 1.127 -3.548  -0.137
C 2.720 1.415 0.177  -0.061
O 2.753 0.672 1.187  -0.514
C 1.536 2.226 -0.050  0.008
O 1.116 3.288 0.306  -0.485
C 2.576 -1.203 -1.701  0.104
O 3.483 -1.861 -1.972  -0.063
H 3.518 1.627 -0.545  0.407
N -1.394 1.192 2.074  -0.330
C -1.571 -0.090 1.670  0.652
C -2.540 -0.931 2.245  -0.803
C -2.722 -2.210 1.720  -0.232
C -1.859 -2.658 0.707  -0.830
C -0.897 -1.784 0.207  0.458
N -0.832 -0.482 0.603  -0.460
H -0.703 1.812 1.647  0.066
H -1.932 1.518 2.859  0.219
H -3.116 -0.499 3.060  0.343
H -3.488 -2.864 2.140  0.410
H -1.962 -3.667 0.292  0.382
H -0.163 -2.127 -0.533  0.131

Properties
charge: +1
energy: -1548.298627 hartree
relative energy (zero: lowest compared OMol25 entry of this formula, charge and spin): 0.0 kcal/mol
highest occupied orbital energy: -10.08 eV
frontier orbital gap: 0.1964 hartree
F_max: 5.71 eV/A
M: 275.3 g mol⁻¹